A 2-piece molecular cluster, C4H11NO overall at a distorted geometry. Source: the Open Molecules 2025 dataset; level of theory: ωB97M-V with the def2-TZVPD basis set.

Last column: Mulliken charge in e.
Atoms and positions in Å:
C -0.19 -1.19 -1.70  -0.94
N -0.84 -1.66 -0.47  0.03
C -2.09 -0.79 -0.27  -0.50
H -0.80 -1.41 -2.57  0.40
H 0.83 -1.69 -1.87  0.33
H -0.31 -0.18 -1.73  0.53
H -0.28 -1.74 0.32  0.39
H -2.97 -1.22 0.46  0.34
H -1.95 0.05 0.44  0.14
H -2.57 -0.47 -1.25  0.37
C 0.37 2.09 1.19  -0.70
C 1.48 1.51 0.82  0.13
O 1.76 0.23 0.69  -0.42
H 0.03 3.11 1.35  0.26
H -0.48 1.44 1.32  0.05
H 2.19 2.15 0.51  0.43
H 0.72 0.03 0.48  0.17

As for the total charge: +1. Its total energy is -288.5399 a.u. For the lowest unoccupied orbital energy (spin up / spin down), the calculation gives -3.41 / -8.70 eV. The expectation value of S² is 0.7546. The multiplicity is 2. The calculation puts the frontier orbital gap (spin up / spin down) at 9.570 / 4.217 eV. For the relative energy (zero: lowest compared OMol25 entry of this formula, charge and spin), the calculation gives 110.06 kcal per mole.

A 2-piece molecular cluster, C27H57Br2N3O4P2 overall at a distorted geometry. Source: the Open Molecules 2025 dataset; level of theory: ωB97M-V with the def2-TZVPD basis set.

Last column: Mulliken charge in e.
Atoms and positions in Å:
H -2.75 -0.22 4.28  0.35
N -3.56 -0.41 4.88  -0.62
C -4.48 0.38 4.54  0.34
N -5.72 0.35 5.25  -0.64
N -4.37 1.39 3.49  -0.47
C -4.02 0.82 2.17  -0.16
C -3.38 1.92 1.30  -0.98
C -2.33 1.40 0.29  -0.61
C -1.02 1.09 1.10  -0.30
P 0.29 0.34 0.00  -0.10
C -0.01 -1.49 -0.15  0.14
C 1.00 -2.09 -1.18  -1.10
C 0.64 -3.58 -1.43  -0.61
C 0.95 -4.43 -0.14  -0.96
C -0.31 -4.98 0.56  -0.52
C -1.26 -5.77 -0.40  -0.15
C -2.00 -6.89 0.40  -1.02
C -3.54 -6.87 0.19  -1.20
C -4.22 -5.72 0.97  -0.42
C -4.55 -4.46 0.08  -0.37
C -6.04 -4.05 0.11  -1.07
C -6.54 -3.42 1.45  -0.56
C -5.42 -2.94 2.41  -0.66
C 1.96 0.56 0.80  0.31
Br 3.29 1.63 -0.12  -0.19
C 2.29 0.02 1.97  0.38
C 1.35 -0.82 2.83  -0.92
Br 4.06 0.27 2.75  -0.18
H -6.39 -0.16 4.67  0.28
H -6.08 1.30 5.32  0.31
H -3.66 2.05 3.81  0.27
H -4.96 0.46 1.71  0.33
H -3.36 -0.07 2.26  0.13
H -4.18 2.47 0.77  0.37
H -2.88 2.66 1.94  0.42
H -2.63 0.47 -0.22  0.29
H -2.06 2.19 -0.41  0.43
H -0.62 2.00 1.59  0.48
H -1.33 0.41 1.92  -0.15
H -1.05 -1.69 -0.47  0.34
H 0.16 -2.03 0.79  -0.33
H 2.04 -2.00 -0.85  0.39
H 0.87 -1.53 -2.12  0.48
H 1.31 -3.94 -2.22  0.30
H -0.40 -3.69 -1.77  0.38
H 1.66 -5.23 -0.40  0.47
H 1.48 -3.76 0.55  0.36
H -0.88 -4.16 1.02  0.08
H 0.03 -5.69 1.34  0.46
H -2.04 -5.08 -0.78  0.03
H -0.69 -6.15 -1.26  0.50
H -1.82 -6.78 1.48  0.39
H -1.57 -7.86 0.10  0.42
H -3.77 -6.87 -0.88  0.40
H -3.90 -7.83 0.62  0.37
H -3.53 -5.36 1.76  0.18
H -5.13 -6.06 1.47  0.59
H -3.86 -3.62 0.26  0.07
H -4.34 -4.78 -0.96  0.59
H -6.25 -3.42 -0.77  0.41
H -6.63 -4.97 -0.05  0.28
H -7.24 -4.10 1.96  0.38
H -7.12 -2.52 1.18  0.33
H -5.92 -2.69 3.37  0.38
H -4.99 -1.98 2.07  -0.07
H -4.66 -3.69 2.65  0.23
H 1.73 -0.82 3.87  0.51
H 1.30 -1.87 2.52  0.17
H 0.37 -0.32 2.88  0.07
C 7.14 9.09 -4.05  -0.97
C 7.65 7.76 -4.57  -0.32
O 7.31 6.69 -3.69  -0.33
P 5.78 6.09 -3.74  1.14
O 5.76 5.35 -5.04  -0.74
O 5.96 4.81 -2.71  -0.40
C 5.50 3.51 -3.08  0.30
C 6.66 2.65 -3.54  -1.22
O 5.33 7.03 -2.44  -0.33
C 4.04 6.78 -1.84  -0.37
C 4.19 5.98 -0.56  -0.77
H 6.05 9.13 -4.07  0.24
H 7.53 9.92 -4.66  0.41
H 7.45 9.25 -3.02  0.24
H 7.27 7.56 -5.58  0.29
H 8.74 7.78 -4.63  0.32
H 4.72 3.57 -3.84  0.40
H 5.05 3.07 -2.19  -0.27
H 7.21 3.12 -4.36  0.30
H 6.31 1.67 -3.87  0.37
H 7.37 2.51 -2.73  0.31
H 3.37 6.28 -2.55  0.32
H 3.61 7.76 -1.61  0.34
H 4.29 4.92 -0.77  0.02
H 3.31 6.11 0.07  0.39
H 5.08 6.29 -0.01  0.28

As for the total charge: 0. Its total energy is -7358.8776 a.u. For the lowest unoccupied orbital energy, the calculation gives -0.17 eV. The multiplicity is 1. The calculation puts the frontier orbital gap at 8.347 eV. For the relative energy (zero: lowest compared OMol25 entry of this formula, charge and spin), the calculation gives 46.62 kcal per mole. Its structure (SMILES) is [H]/N=C(/N)NCCCCP(CCCCCCCCCCCCC)/C(Br)=C(\C)Br.CCOP(=O)(OCC)OCC.

C30H35N2O2PPtSi as an isolated structure at a distorted geometry. Source: the Open Molecules 2025 dataset; level of theory: ωB97M-V with the def2-TZVPD basis set.

Last column: Mulliken charge in e.
Atoms and positions in Å:
C -2.56 2.31 -2.45  -1.32
C -2.05 1.25 -3.40  1.03
N -1.84 0.04 -2.81  0.19
C -1.50 -1.10 -3.54  0.87
C -1.35 -0.93 -4.97  -1.01
C -1.54 0.31 -5.55  -0.48
C -1.89 1.44 -4.77  -0.92
C -1.33 -2.30 -2.85  -1.28
P -1.54 -2.25 -1.09  0.80
H -2.06 2.43 -5.21  0.53
H -1.08 -1.80 -5.57  0.50
H -1.41 0.42 -6.63  0.46
C -0.56 2.68 -1.11  -1.14
C -2.76 2.89 -0.09  -1.10
H -1.07 -3.22 -3.39  0.52
H -3.65 2.18 -2.32  0.43
H -2.38 3.33 -2.85  0.48
C -0.06 -3.02 -0.28  -0.67
C -2.85 -3.50 -0.64  -1.28
H -0.20 -3.02 0.82  0.03
H 0.09 -4.05 -0.64  0.72
H 0.82 -2.40 -0.52  -0.40
H -2.97 -3.55 0.46  0.37
H -3.81 -3.21 -1.10  0.38
H -2.58 -4.50 -1.02  0.47
H -2.84 3.96 -0.35  0.39
H -3.77 2.44 -0.06  0.33
H -2.29 2.78 0.90  0.25
H -0.56 3.77 -1.33  0.44
H -0.10 2.50 -0.13  0.19
H 0.01 2.15 -1.88  0.36
C -1.90 -0.18 1.13  0.35
O -1.88 -0.32 2.29  -0.54
Pt -1.90 -0.04 -0.72  1.66
O -4.23 -0.02 -1.14  -0.53
H -4.53 -0.73 -0.56  0.34
H -4.13 -0.44 -2.02  0.34
N -1.95 2.16 -1.09  0.15
C 1.51 4.03 2.92  -0.58
C 2.19 3.78 1.73  -0.96
C 1.97 2.58 1.04  0.42
C 1.07 1.61 1.54  0.31
C 0.39 1.89 2.74  -0.51
C 0.61 3.09 3.42  -0.71
Si 0.77 -0.01 0.53  -0.19
C 2.61 -0.46 0.00  1.21
C 3.01 -1.33 -1.04  -0.73
C 4.35 -1.73 -1.17  -0.80
C 5.34 -1.24 -0.31  -0.60
C 4.99 -0.33 0.67  -1.00
C 3.66 0.06 0.81  -0.35
C 0.81 -1.14 2.31  1.11
C 1.90 -0.98 3.21  -0.17
C 2.02 -1.67 4.43  -1.07
C 1.06 -2.57 4.84  -0.43
C -0.05 -2.76 4.04  -1.08
C -0.17 -2.07 2.84  0.17
H 1.67 4.96 3.45  0.49
H 2.88 4.51 1.33  0.53
H 2.50 2.42 0.12  0.69
H -0.31 1.20 3.17  0.51
H 0.08 3.29 4.35  0.52
H 2.31 -1.76 -1.73  0.51
H 4.64 -2.43 -1.94  0.46
H 6.37 -1.56 -0.40  0.43
H 5.74 0.07 1.34  0.45
H 3.51 0.76 1.60  0.28
H 2.69 -0.31 3.05  0.35
H 2.88 -1.51 5.07  0.50
H 1.14 -3.11 5.78  0.47
H -0.83 -3.44 4.36  0.48
H -1.11 -2.33 2.37  0.38

As for the total charge: +3. Its total energy is -2173.1308 a.u. For the lowest unoccupied orbital energy (spin up / spin down), the calculation gives -8.32 / -12.49 eV. The expectation value of S² is 8.8405. The multiplicity is 6. The calculation puts the frontier orbital gap (spin up / spin down) at 5.427 / 4.061 eV. For the relative energy (zero: lowest compared OMol25 entry of this formula, charge and spin), the calculation gives 5.60 kcal per mole.

One molecule with the formula C5H10ClNS at a distorted geometry. Source: the Open Molecules 2025 dataset; level of theory: ωB97M-V with the def2-TZVPD basis set.

Last column: Mulliken charge in e.
Atoms and positions in Å:
C 0.21 1.31 0.16  -0.37
C -1.03 0.90 -0.64  -0.87
C 1.43 0.66 -0.45  -0.49
C -1.93 -0.08 0.15  -0.68
C 2.41 0.47 0.42  -0.39
N -1.24 -1.22 0.70  -0.42
S -0.62 -2.29 -0.27  -0.03
Cl 3.88 -0.37 -0.11  -0.22
H 0.50 2.31 0.22  0.49
H -0.02 0.89 1.23  0.32
H -1.58 1.72 -0.80  0.37
H -0.58 0.63 -1.61  0.43
H 0.72 -2.37 0.04  0.16
H 1.32 0.27 -1.37  0.54
H -2.56 0.48 0.99  0.26
H -2.73 -0.57 -0.47  0.39
H 2.65 0.82 1.43  0.36
H -0.82 -3.56 0.36  0.17

As for the total charge: 0. Its total energy is -1109.4736 a.u. For the lowest unoccupied orbital energy, the calculation gives 0.36 eV. The multiplicity is 1. The calculation puts the frontier orbital gap at 8.710 eV. For the relative energy (zero: lowest compared OMol25 entry of this formula, charge and spin), the calculation gives 100.99 kcal per mole.